A 2-piece molecular cluster, C16H33N2O11P3 overall, computed with wB97M-V/def2-TZVPD.

CARTESIAN COORDINATES (ANGSTROEM)
C  3.61693  -0.33500  -1.24341
H  -1.59365  -1.67972  -0.73104
H  -0.05522  0.58913  -2.53972
C  1.01986  -0.49030  -1.05065
H  -5.14331  -0.76312  2.29050
H  0.26329  -1.98502  -2.47781
H  -4.13510  2.64915  -2.18213
H  1.67361  0.64105  -2.79397
O  2.52580  -2.15001  7.68117
H  -5.64434  -0.74568  0.60683
C  -3.37996  1.87133  -2.09660
H  -3.88052  0.90500  -2.07102
H  2.81570  2.31412  0.42102
N  3.95457  -0.10628  -3.63107
H  0.07593  -1.15099  0.72677
O  1.32037  -3.90437  1.88861
O  1.50947  -0.32284  6.31734
H  0.59687  -1.55108  2.69567
P  -3.13926  1.46838  0.48398
C  2.45877  -2.20205  -0.00526
O  -2.64914  2.22020  1.64017
H  1.57988  -3.82060  -1.36583
N  0.86548  -1.76331  -1.71331
H  3.86012  -0.63383  -4.49541
H  -5.03586  1.60316  2.35148
H  -6.84819  -0.46540  1.86789
O  1.16877  -2.66654  5.59053
O  3.56000  -2.86322  2.46073
C  2.39333  -0.67500  -0.37289
H  3.46845  3.77439  -0.31452
H  -0.04501  0.58001  0.56479
H  2.49147  -0.11103  0.55488
H  3.98829  -2.01165  2.58575
O  1.53632  -1.40997  2.55391
O  -2.64018  2.11425  -0.88896
H  -2.95891  2.31221  -4.14948
C  -0.10880  -0.35722  0.01154
C  3.55684  -0.82931  -2.65151
H  -1.57216  2.54293  -3.04787
P  2.16657  -1.70865  6.25749
C  -2.60673  -0.25840  0.48580
H  3.19400  -1.84693  -2.80553
C  -1.50219  -0.61169  -0.53735
P  2.12663  -2.68348  1.77869
H  1.82432  3.79024  0.33642
C  -2.42589  1.91656  -3.28717
H  1.70978  3.64124  -2.09066
C  1.61305  -2.78707  -1.07790
H  -3.44573  -0.92743  0.30327
H  2.80203  2.25499  -2.10257
H  -2.23356  -0.48774  1.48195
O  -4.73776  1.53557  0.29959
H  3.46958  -2.60583  -0.13791
C  0.90444  0.67430  -2.02699
H  -1.69469  -0.11074  -1.48386
C  2.56183  3.18331  -0.18148
C  -5.51614  1.20455  1.46266
C  2.01761  2.75150  -1.53141
O  0.88859  1.92419  -1.35594
C  -5.81713  -0.29184  1.57976
H  -2.08758  0.91452  -3.53589
H  -6.45501  1.73831  1.33093
H  4.46431  -0.83838  -0.77257
O  3.44514  -1.68825  5.40183
H  3.86408  0.72539  -1.26221

LUMO energy = 0.1163 Ha
DFT total energy = -70496.704 eV
HOMO energy = 0.04254 Ha
Net charge = -2
Energy relative to the best compared isomer or geometry (same formula, charge and spin) = 0.0 kJ/mol

C47H42FIrN4O3P2Te as an isolated structure, computed with wB97M-V/def2-TZVPD.

CARTESIAN COORDINATES (ANGSTROEM)
H  1.67050  1.73071  9.57676
H  1.48630  1.15661  7.32726
H  7.31130  -2.08239  -4.65244
H  0.98050  -4.14459  1.83786
H  5.45510  -1.54159  -6.17704
H  0.38770  3.50451  8.46106
H  -1.93590  2.47871  9.94966
C  1.42900  -4.44239  -5.05764
C  0.13270  1.50491  -5.26984
H  4.77360  -1.35779  -1.29404
C  1.51420  0.64201  -3.49404
H  -0.53100  -5.14529  -4.50474
C  0.34360  2.79861  -4.81434
C  2.28210  -4.19939  -6.12144
H  6.97550  -2.00099  -2.20504
H  1.32820  4.03331  -3.37074
C  -1.20010  2.64871  4.96786
C  0.62810  1.64791  9.26706
F  0.65520  -0.39809  5.62476
C  1.24030  -2.11189  -3.01144
C  -1.22810  5.67251  3.87236
C  -0.75460  1.49461  2.88096
H  -4.86740  -0.57599  -3.36684
H  1.18810  -2.44709  0.03916
C  1.80460  -4.43229  -7.40724
O  -3.34330  2.54811  -0.90184
Te  2.13760  -4.02809  -3.04934
C  -1.71090  -1.77759  -3.35554
H  -1.30370  6.25411  4.77856
C  0.71720  0.43151  -4.62624
C  -1.69830  -3.92489  -0.94684
C  -2.19020  2.25201  -0.66754
C  1.15730  3.02501  -3.71524
H  2.42670  -4.24939  -8.27164
C  -2.30260  3.31171  1.56206
C  -0.05920  0.52681  3.61026
H  -3.26330  4.74711  4.08996
C  -1.75430  2.31031  0.81746
C  -0.86520  -4.92599  1.08016
H  -1.62860  3.49161  5.48396
H  3.25000  -0.89929  -5.27134
O  -1.29060  1.94851  -1.50664
N  -0.46630  1.81241  7.10006
H  0.38800  -0.30319  3.08676
P  2.25680  -0.72569  -2.48884
H  -1.63130  5.91481  1.71896
H  -0.50410  1.33861  -6.12494
H  -2.65390  -5.53479  0.08006
H  -2.01740  0.92611  8.22176
H  -0.63780  -2.48539  -5.07064
H  -1.20120  -5.49749  -6.88144
C  -1.81620  -4.85439  0.07486
O  -0.08120  0.58501  0.82916
C  -2.07960  6.02831  2.69366
C  0.35160  -3.13749  0.05946
C  -3.94730  -0.99519  -3.74144
C  -1.46980  2.87071  9.04436
C  1.73580  1.95891  -3.04374
H  -0.23080  5.30831  3.66666
C  4.93240  -1.39639  -2.36344
H  -2.43350  -3.87169  -1.73854
C  0.02410  0.60401  4.97626
P  -0.33720  -1.77189  -2.19164
H  0.19200  3.50231  10.12226
C  6.34990  -1.80449  -4.24894
C  6.16480  -1.75939  -2.87684
C  -0.81840  1.40871  1.41966
C  -3.80220  -1.27869  -5.09314
H  -2.97110  -0.96689  -1.82384
C  3.88670  -1.08649  -3.22574
C  -2.37270  4.78181  3.47186
H  -2.50620  -2.03739  -6.62294
C  -1.33810  2.57241  3.57646
H  -0.97990  -5.63999  1.88136
H  -2.76730  6.85521  2.77046
H  0.29870  -0.01309  7.92226
N  -2.03320  3.52131  2.86846
C  0.15870  -4.93109  -5.30824
H  -1.87940  3.86291  8.84986
C  0.53090  1.05751  7.84496
H  -2.97660  4.01651  1.09346
H  0.10620  1.02471  9.99536
H  3.28620  -3.83249  -5.96514
C  -1.56730  -2.06889  -4.70634
H  0.56690  -0.57259  -4.99234
C  5.30410  -1.50099  -5.10854
Ir  0.17240  0.39261  -1.42804
H  -2.50110  2.29081  7.21646
H  2.41400  2.13231  -2.21424
C  0.22920  -4.07229  1.06646
C  -0.21590  -5.12739  -6.63464
C  -1.70360  1.91411  7.85456
H  -4.60430  -1.05119  -5.77904
C  4.06660  -1.14059  -4.60364
N  -0.00560  2.98771  9.25836
C  -2.61830  -1.82069  -5.57134
C  -0.61010  -3.05979  -0.94994
C  -2.90050  -1.22899  -2.87334
N  0.58820  -4.87249  -7.64344
C  -0.54680  1.66691  5.70116
H  -0.12580  3.62981  -5.31904

LUMO energy (alpha / beta) = -0.2121 / -0.2121 Ha
DFT total energy = -92933.822 eV
HOMO energy (alpha / beta) = -0.40395 / -0.40399 Ha
Net charge = +2
Energy relative to the best compared isomer or geometry (same formula, charge and spin) = 327.4 kJ/mol

An isolated ion of composition C5H8N and charge +1, computed with wB97M-V/def2-TZVPD.

CARTESIAN COORDINATES (ANGSTROEM)
C  0.65778  -1.54466  0.09426
H  -1.46308  1.58559  0.96228
C  1.89861  -0.80545  -0.17535
C  0.64278  -0.07400  -0.37595
H  2.49808  -0.96483  -1.10513
H  2.44346  -0.55210  0.74197
H  -0.01447  0.00818  1.83649
H  -0.77323  2.24833  -0.39309
N  -1.40488  1.52967  -0.03648
H  -1.49222  -0.44434  -0.93460
H  0.32126  -2.25978  -0.60502
C  -0.06740  -0.47203  0.85568
C  -0.95083  0.15447  -0.32780
H  -2.29585  1.59095  -0.53727

LUMO energy = -0.1430 Ha
DFT total energy = -6792.261 eV
HOMO energy = -0.49958 Ha
SMILES = [NH3+][C@@H]1[C@H]2[C@@H]3C[C@@]213
Net charge = +1
Energy relative to the best compared isomer or geometry (same formula, charge and spin) = 562.3 kJ/mol

Maximum force, respectively: 1.2 3.7 7.3 eV Å⁻¹.